{
  "formula": "C47H93F3IN4O9P2",
  "method": "ωB97M-V/def2-TZVPD",
  "symbols": ["C", "C", "H", "H", "C", "H", "H", "H", "H", "O", "H", "H", "H", "H", "H", "H", "H", "N", "N", "H", "H", "H", "H", "C", "H", "H", "O", "O", "N", "H", "H", "H", "C", "C", "H", "H", "C", "C", "H", "H", "C", "H", "H", "H", "H", "H", "I", "H", "C", "C", "C", "H", "H", "H", "C", "H", "C", "H", "C", "H", "C", "H", "P", "H", "H", "O", "H", "C", "H", "C", "H", "C", "C", "H", "C", "H", "H", "H", "C", "H", "H", "H", "H", "C", "C", "H", "F", "C", "H", "H", "C", "H", "C", "C", "H", "H", "O", "H", "H", "H", "H", "C", "O", "C", "H", "F", "H", "H", "H", "C", "H", "H", "C", "C", "C", "H", "H", "H", "C", "C", "H", "H", "C", "C", "H", "C", "H", "C", "C", "H", "H", "P", "H", "H", "C", "C", "F", "H", "H", "C", "H", "H", "C", "H", "H", "C", "H", "H", "N", "H", "H", "O", "H", "H", "H", "O", "C", "H", "O"],
  "coordinates": [[0.72286, 4.15167, 2.96482], [-3.41623, -5.44826, -5.63266], [0.35861, 3.52827, -6.28296], [-3.52033, 8.09154, -1.44109], [3.05251, -2.84586, -2.57412], [1.07717, -8.77437, -5.15087], [-0.31896, 1.65814, -4.73680], [-2.10183, -5.79420, -1.15572], [-4.17942, 3.03691, 0.27119], [1.23650, 3.33222, -1.64707], [7.88500, 0.13926, 1.70232], [-2.62223, 2.98787, 1.05970], [-1.57215, 7.89129, 0.09587], [-0.62853, 4.13053, 11.26039], [-4.80526, -0.06890, -4.59439], [-3.39553, -0.04237, -2.47003], [2.20447, 0.57987, -1.63788], [-0.04042, -1.27254, -1.56556], [2.49035, 0.55715, -4.15465], [-3.07821, 4.68248, 10.88841], [7.10210, -1.14321, 4.37596], [-5.53635, 8.79037, 3.05373], [-4.10942, -1.65772, -4.94902], [-3.22072, 3.54157, 0.34468], [2.58721, -1.58553, 0.46259], [-4.89849, 9.68739, 1.68054], [-0.69921, 3.64916, 4.91939], [-1.14945, 3.68517, -0.88027], [1.14115, -3.24047, -1.19000], [-0.73936, -11.91511, -3.23940], [7.40641, -1.53290, 1.93524], [1.03873, 2.63426, -4.13760], [-0.29106, 0.04888, -2.17684], [-3.95955, -0.72209, -4.42094], [-3.14982, -4.89234, -6.52184], [4.14078, -4.17041, 0.04506], [-2.72557, -5.69568, -3.21037], [-2.22297, 8.76603, 0.13177], [-4.42275, -5.14352, -5.36105], [-0.40904, 5.48805, 4.20140], [6.15480, 2.18881, 1.83136], [0.40709, -12.45395, -4.47590], [4.96569, -3.51427, -2.00110], [-3.15493, 4.23772, 8.03387], [-2.93667, 4.40876, -1.59501], [-0.10142, 3.95391, 2.27745], [2.85726, -3.71701, -4.58443], [-1.21581, 5.79160, 7.92825], [-0.15972, 2.38035, 5.22201], [-3.73651, -0.96600, -2.94379], [-0.49654, -4.01564, -3.58994], [7.22075, 2.20898, 2.05877], [-4.65993, -1.23643, -2.43931], [0.33782, 1.05628, -0.31086], [-0.01216, 2.64067, -4.39206], [-1.44956, 4.58419, 12.74976], [3.34209, -3.47602, -0.14923], [-3.45586, -6.50920, -5.85230], [-2.18552, 3.94813, 8.44046], [-2.36334, 3.29243, 9.29415], [-0.30795, 3.67056, -5.44053], [-3.09016, -0.23495, -4.85443], [2.75925, -0.04147, -2.75418], [-4.97435, 6.63379, 1.97782], [-1.39612, -0.71306, -0.14513], [5.88594, -0.24744, 2.10011], [-0.14977, 4.66460, -5.03962], [-2.32566, 5.47204, 10.99950], [-3.59314, -6.31459, -3.04716], [0.33234, -8.04782, -4.82541], [-1.79754, -1.77929, -3.24225], [3.20734, -2.44479, 0.65897], [7.69057, -0.45352, 3.76997], [-3.53364, 7.61283, 2.19991], [5.44773, 1.03238, 2.51551], [-1.33209, 3.60269, -5.78982], [-2.85035, 2.67967, -1.58352], [-2.25976, 9.11693, 1.16366], [-0.80764, -10.78758, -5.07742], [1.85802, 2.96546, 5.79870], [7.57220, 0.54709, 4.18735], [5.72845, 3.13384, 2.16502], [-1.29067, 0.00470, -2.58721], [2.50230, -3.73932, -1.41658], [-0.72652, -8.67338, -3.93059], [0.85582, -7.24765, -4.29310], [3.82369, -5.54682, -2.01611], [-2.57677, 3.56720, -1.01614], [2.02649, -0.08431, -4.78533], [-2.44401, -3.33171, -0.98641], [-2.39751, -2.27337, -1.20856], [0.35980, 0.21196, -3.02717], [-0.05763, -11.57958, -4.02114], [4.54429, -2.58998, -2.37095], [6.03583, -2.93095, -3.97197], [-1.34331, 1.16507, -0.71968], [-0.79588, 2.93156, -3.19898], [0.32452, -3.34268, -3.76196], [-6.32008, 8.66382, 1.47144], [-1.65382, 3.37421, 7.68096], [-1.12258, -3.92223, -5.64560], [0.18418, 4.58214, 4.31940], [5.41363, -1.05484, -3.93890], [1.00314, 2.42124, 6.19994], [-1.44080, -7.91004, -3.62851], [1.70480, -5.76300, -2.45986], [4.38313, 1.05397, 2.27266], [-0.98550, 1.82156, 5.66321], [-0.12913, -10.49109, -5.88526], [-0.76169, -4.52370, -2.30627], [-4.23947, 9.31769, -0.41310], [-0.67018, -3.84699, -0.32483], [-1.12767, 4.95245, 11.77573], [0.02590, -4.19325, -1.07185], [-1.37507, 5.17696, 8.81414], [-3.42708, 4.53887, 0.71162], [1.34706, 4.93563, 2.53672], [0.70387, 2.90944, 7.12811], [-2.48022, -5.16325, -4.50061], [-5.35878, 8.74538, 1.97938], [-1.77530, 9.55705, -0.46949], [5.52490, 1.12650, 3.60144], [-1.12659, -1.63688, -0.63439], [-1.33464, -4.33610, -4.67223], [-2.79927, 6.28226, 11.55285], [-0.34336, 1.17891, -1.14352], [1.00487, 4.83008, 5.00277], [5.38969, -2.16424, -3.54601], [-3.60185, 8.42702, -0.40718], [3.78226, -2.41499, 1.56780], [8.74222, -0.72422, 3.85806], [-0.14805, 2.85716, -1.76798], [4.70348, -1.85863, -1.58861], [-1.57878, -11.41099, -5.52795], [-4.48134, 7.55030, 1.65245], [7.26253, -0.52124, 2.31529], [2.40334, -5.90191, -0.44043], [0.42100, -5.09724, -0.63401], [0.73311, -10.99322, -3.55054], [2.59907, -5.27572, -1.59711], [-3.22194, -1.84003, -0.64980], [-0.38245, 4.88052, 9.17661], [-1.87594, -5.39332, -2.13436], [4.11002, -0.07714, -2.42377], [1.32795, 3.24678, 3.03110], [1.03402, -2.02502, -1.74507], [1.33127, 1.40712, 6.43199], [-0.69164, -2.23040, 0.15809], [2.12650, -1.67912, -2.52387], [-3.04837, -2.97925, -3.12940], [0.12940, 1.84937, 4.30471], [-4.24475, 7.35910, 0.26775], [-0.39754, 5.74760, 11.92801], [-0.13332, -7.62313, -5.71642], [-0.28028, -9.07178, -3.01053], [-1.50685, -9.66127, -4.57423], [-2.69636, -2.04840, -2.69449], [6.04284, 2.12388, 0.74819], [-2.00559, 6.03693, 9.74156]],
  "forces_ev_per_angstrom": [[-0.1148, -0.1331, 0.0251], [-0.0963, 0.1394, 0.2250], [0.1204, -0.0387, -0.1890], [-0.0081, -0.0023, -0.0163], [-0.3673, -0.3139, -0.5159], [0.0372, 0.0000, 0.0437], [0.0557, -0.2550, -0.0048], [0.0192, -0.0615, 0.1170], [-0.2141, -0.0641, -0.0177], [-0.1170, -0.3990, -0.1483], [-0.0247, 0.0237, 0.0168], [0.1798, -0.0248, 0.1362], [0.0189, -0.0052, -0.0102], [-0.0362, -0.0309, 0.0190], [-0.2265, 0.0618, -0.0846], [-0.0886, 0.2286, 0.1071], [-0.2134, 0.1173, 0.2130], [-0.0351, 0.1411, -0.1425], [-0.1545, -0.4606, 0.5511], [0.0279, -0.0164, -0.0256], [0.0076, -0.0135, 0.0104], [-0.0084, -0.0179, 0.0172], [-0.1405, -0.1655, -0.1382], [-0.3377, -0.0782, -0.0021], [-0.5253, -0.0173, 0.0785], [0.0318, 0.0058, 0.0449], [-0.1309, 0.0612, -0.0616], [-0.0974, 0.0602, -0.0378], [0.1407, -0.8243, -1.0001], [-0.0076, -0.0209, 0.0082], [0.0047, -0.0178, -0.0051], [0.1931, -0.0880, 0.1033], [-0.0909, 0.0239, -0.0014], [0.1141, 0.1326, 0.0908], [0.1551, -0.0112, -0.2332], [-0.0440, -0.4001, 0.1640], [1.0039, 0.8706, -0.0803], [-0.0214, -0.0813, 0.0779], [-0.2167, 0.0114, 0.0527], [-0.0270, 0.0153, 0.0184], [0.0463, -0.0823, -0.0592], [-0.0119, -0.0263, -0.0133], [0.0781, -0.2699, 0.0179], [-0.0067, 0.0120, -0.0201], [0.0563, 0.2268, -0.1352], [0.0056, 0.0279, -0.0431], [0.2753, 0.0563, -0.1227], [0.0049, 0.0063, -0.0187], [0.0993, -0.0967, 0.0538], [0.2169, 0.0001, 0.1915], [-1.0550, -0.7480, 0.5526], [-0.0136, 0.0340, 0.0450], [-0.2281, -0.0618, 0.0336], [0.3578, -0.0015, 0.0844], [-0.1729, 0.1768, -0.0241], [-0.0129, 0.0157, 0.0242], [-0.2109, 0.0806, -0.2120], [0.0630, -0.2034, -0.1363], [-0.1021, -0.0138, 0.0622], [0.0623, -0.0083, 0.0082], [-0.1276, 0.1492, 0.0738], [0.1998, 0.0354, -0.1486], [-0.1737, 0.4678, -1.0888], [-0.0052, -0.0146, 0.0063], [-0.0036, 0.2408, 0.0183], [-0.0593, -0.1982, -0.1386], [0.0936, 0.2035, 0.0413], [-0.0636, -0.0483, 0.0828], [-0.1020, -0.1643, 0.0187], [0.0192, 0.0414, 0.0198], [0.1305, -0.1902, -0.1138], [0.0558, 0.0140, 0.1307], [-0.1046, 0.0355, 0.0240], [0.0092, 0.0285, -0.0222], [-0.1422, 0.1781, 0.0065], [-0.1893, -0.0182, -0.0594], [0.2113, -0.2762, -0.0917], [-0.0134, 0.0482, -0.0166], [0.0562, -0.0745, -0.0605], [0.0362, -0.0439, -0.0351], [0.0546, 0.0010, -0.0255], [-0.0359, 0.0238, 0.0069], [-0.1314, -0.1287, -0.2836], [0.5418, 0.3584, 0.9933], [0.0635, -0.0091, -0.0140], [-0.0903, -0.0735, -0.0434], [0.5128, -0.4868, -0.2202], [-0.2305, 0.0461, 0.0338], [0.0326, 0.2007, -0.2878], [0.1084, -0.0154, 0.0212], [-0.3251, 0.1842, -0.1197], [0.2913, 0.0941, 0.0048], [-0.0310, 0.0879, 0.0728], [-0.0081, -0.0697, 0.1956], [0.2492, -0.3882, -0.2181], [-0.1664, 0.0346, 0.2157], [-0.2641, -0.3148, -0.2759], [0.0348, 0.0649, -0.0049], [-0.0160, 0.0001, 0.0038], [-0.0036, 0.0294, -0.0403], [0.0191, 0.0522, -0.1575], [0.0883, 0.1085, -0.0022], [0.1376, 2.0239, -0.8401], [0.0057, 0.0451, -0.0125], [-0.0092, 0.0039, 0.0214], [0.4024, -0.1670, -0.0873], [0.0098, 0.0195, 0.0087], [-0.0370, -0.0046, -0.0138], [0.0176, 0.0306, 0.0232], [-0.7533, -0.5645, -1.2634], [-0.0006, -0.0036, 0.0410], [0.0540, -0.0798, 0.1378], [0.0583, 0.0222, -0.0914], [-0.2694, -0.2751, 0.4529], [0.1176, -0.0581, -0.0661], [0.2072, 0.2157, 0.1758], [-0.0189, 0.0325, 0.0070], [-0.0049, -0.0081, 0.0143], [1.2405, 0.5001, 0.6749], [-0.0106, 0.0135, -0.1084], [0.0098, 0.0016, -0.0299], [0.0311, 0.0190, 0.0775], [0.2044, 0.2065, 0.4730], [-0.7532, -0.8621, 0.9241], [-0.0085, 0.0121, 0.0079], [-0.4246, -0.3920, -0.2375], [0.0000, -0.0485, -0.0311], [-0.1274, -1.3734, 0.3640], [0.0273, 0.0857, -0.0593], [0.3376, 0.2572, 0.0572], [0.0161, -0.0261, -0.0064], [0.9192, 0.9663, 0.3722], [-0.0480, 0.1408, 0.2332], [-0.0158, -0.0068, -0.0052], [0.0120, -0.0008, 0.1089], [0.1299, -0.0540, -0.0104], [0.0685, -0.2419, 0.3373], [0.1573, -0.1171, 0.0272], [0.0299, -0.0103, -0.0420], [-0.6333, 0.7333, -0.4665], [-0.1457, 0.1022, 0.2206], [-0.0213, -0.0166, 0.0234], [0.3466, 0.5912, -1.1466], [-0.0536, -0.2596, 0.2975], [0.0778, -0.0009, 0.0324], [-0.5623, 0.8801, -0.4393], [-0.0127, -0.0030, 0.0118], [-0.0140, 0.0785, 0.1706], [0.8119, -0.2609, 1.5114], [-0.0095, -0.0773, -0.0368], [0.0296, 0.0427, 0.0129], [0.0032, -0.1430, -0.0393], [0.0106, 0.0110, 0.0162], [-0.0015, 0.0179, -0.0051], [0.0724, -0.0068, -0.0510], [-0.1159, 0.0389, 0.0073], [-0.1988, 0.1967, 0.0757], [-0.0053, 0.0082, -0.0086], [-0.0295, 0.0755, -0.0176]],
  "lowdin_charge": [-0.070, -0.037, 0.085, 0.116, -0.625, 0.070, 0.104, 0.125, 0.081, -0.248, 0.108, 0.076, 0.077, 0.064, 0.076, 0.095, 0.019, 0.033, -0.210, 0.107, 0.082, 0.079, 0.074, -0.050, 0.071, 0.068, -0.166, -0.187, 0.092, 0.082, 0.115, 0.082, -0.170, -0.087, 0.078, 0.126, -0.036, -0.076, 0.085, 0.119, -0.072, 0.079, 0.113, 0.085, 0.126, 0.069, 1.138, 0.118, -0.292, -0.260, -0.094, 0.070, 0.116, 0.103, -0.267, 0.077, -0.088, 0.087, -0.069, 0.069, -0.058, 0.070, 0.809, 0.115, 0.111, -0.185, 0.087, -0.282, 0.122, -0.063, 0.091, 0.085, -0.075, 0.107, -0.287, 0.079, 0.098, 0.067, -0.277, 0.067, 0.069, 0.080, 0.101, -0.264, -0.276, 0.055, 0.160, -0.259, -0.001, 0.083, -0.125, 0.070, -0.077, -0.211, 0.123, 0.079, -0.191, 0.007, 0.083, 0.052, 0.114, -0.273, 0.058, -0.072, 0.089, 0.114, 0.111, 0.114, 0.108, -0.213, 0.108, 0.101, -0.080, -0.078, -0.283, 0.068, 0.082, 0.070, -0.262, -0.076, 0.079, 0.108, -0.102, -0.019, 0.119, -0.179, 0.109, -0.343, -0.281, 0.078, 0.081, 0.434, 0.111, 0.120, -0.289, -0.281, 0.176, 0.131, 0.065, -0.632, 0.122, 0.106, -0.030, 0.025, 0.060, -0.294, 0.078, 0.121, -0.097, 0.099, 0.103, -0.176, 0.081, 0.082, 0.112, -0.158, -0.210, 0.080, -0.157],
  "homo_lumo_gap_ev": 7.8,
  "homo_energy_ev": -10.6,
  "e_tot_ev": -109458.519,
  "total_charge": 1
}